# 1
Computed, not measured: the molecule C6H5NO at a distorted geometry, with the ωB97M-V functional and the def2-TZVPD basis.

```
13
Properties=species:S:1:pos:R:3:lowdin_charge:R:1
C -1.2212 -1.2108 -2.2403 0.207
C -0.7053 -0.2789 -1.4315 -0.105
C 0.0957 0.2040 -0.5531 -0.430
C 1.3284 -0.5740 -0.2315 -0.073
C 2.1862 -1.2510 0.4733 0.065
N -0.6215 0.3997 0.7306 0.100
C -0.5938 1.5713 1.2690 -0.419
O 0.0500 2.5522 1.0204 0.049
H -1.6047 -1.6485 -3.1316 0.015
H 0.6128 1.2609 -0.7207 0.203
H 2.6789 -2.1362 1.3397 0.149
H -1.0017 -0.2679 1.2174 0.076
H -1.2038 1.3792 2.2583 0.162
```

SMILES: C#CC(C#C)NC=O
Max |F| (eV/A): 18.7
Gap between HOMO and LUMO (hartree): 0.36719
2S+1: 1
Energy above the lowest of the compared OMol25 structures with the same formula, charge and spin (kcal/mol): 157.2
LUMO level (eV): 0.36
E_tot (eV): -9832.3917
Net charge: 0

***

# 2
Computed, not measured: the molecule C6H5NO at a distorted geometry, with the ωB97M-V functional and the def2-TZVPD basis.

```
13
Properties=species:S:1:pos:R:3:lowdin_charge:R:1
O 0.8783 -2.6308 1.0450 0.063
C 0.6941 -1.4619 0.7695 -0.355
C -0.7871 -0.8827 0.8911 0.015
C -1.2380 0.3702 0.5014 -0.129
C -0.7860 1.2768 -0.5150 -0.129
C 0.3797 1.2773 -1.2891 -0.074
N 1.6513 0.4429 -0.9724 0.059
C 1.6606 -0.4182 0.0914 -0.055
H -1.6134 -1.5879 1.4318 0.152
H -2.2938 0.3810 0.6138 0.076
H -1.7317 1.7675 -1.0218 0.135
H 0.3881 2.1913 -1.9416 0.100
H 2.7978 -0.7256 0.3960 0.143
```

SMILES: O=c1ccccnc1
Max |F| (eV/A): 4.8
Gap between HOMO and LUMO (hartree): 0.30607
2S+1: 1
Energy above the lowest of the compared OMol25 structures with the same formula, charge and spin (kcal/mol): 76.9
LUMO level (eV): -0.80
E_tot (eV): -9835.8713
Net charge: 0

***

# 3
Computed, not measured: the molecule C6H5NO2S at a distorted geometry, with the ωB97M-V functional and the def2-TZVPD basis.

```
15
Properties=species:S:1:pos:R:3:lowdin_charge:R:1
O -0.4109 2.9522 0.9274 0.140
C 0.0859 2.3055 0.0708 -0.476
C 0.9787 1.0502 0.0761 -0.143
C 1.1925 0.4735 -1.3811 -0.140
N 0.2031 -0.1778 -1.8752 0.086
C -0.9185 -0.2013 -0.8859 -0.408
C -1.6658 0.9880 -1.1057 -0.090
S -0.7077 2.2897 -1.6136 0.953
O -1.3500 3.6296 -1.5642 -0.492
C -0.2937 0.1628 0.4671 -0.123
H 1.8534 1.0542 0.9069 0.197
H 2.0556 0.7479 -1.8965 0.096
H -1.5665 -1.0678 -0.9586 0.136
H 0.0738 -0.7362 1.1101 0.165
H -0.9108 0.5231 1.2344 0.101
```

SMILES: O=C1[C@@H]2C=N[C@H](C#S1=O)C2
Max |F| (eV/A): 4.8
Gap between HOMO and LUMO (hartree): 0.27931
2S+1: 1
Energy above the lowest of the compared OMol25 structures with the same formula, charge and spin (kcal/mol): 113.8
LUMO level (eV): -1.52
E_tot (eV): -22716.3109
Net charge: 0

***

# 4
Computed, not measured: a cluster of 2 separate species, C6H5NO3 in total at a distorted geometry, with the ωB97M-V functional and the def2-TZVPD basis.

```
15
Properties=species:S:1:pos:R:3:lowdin_charge:R:1
C -1.1310 1.2175 -1.1606 -0.414
C -0.1635 0.3509 -0.6343 -0.112
C 1.1757 0.9213 -0.6656 -0.004
C 1.8619 -0.4273 0.9404 -0.135
C 0.5655 -1.0180 1.2034 0.009
C -0.4216 -0.7024 0.2089 -0.399
H -2.3800 -0.4407 -1.3985 0.226
H 1.4650 1.6304 -1.4185 0.116
H 2.7762 -0.6826 1.3517 0.076
H 0.5243 -1.7899 2.0103 0.116
H -1.8460 -1.3661 1.9181 0.413
N 2.2672 0.5405 0.0937 0.077
O -2.3884 0.6837 -1.3105 0.045
O -0.7559 2.4486 -1.4215 0.016
O -1.5497 -1.3659 0.2833 -0.029
```

Max |F| (eV/A): 6.5
Gap between HOMO and LUMO (hartree): 0.24179
2S+1: 1
Energy above the lowest of the compared OMol25 structures with the same formula, charge and spin (kcal/mol): 146.9
LUMO level (eV): -3.02
E_tot (eV): -13929.6448
Net charge: 0

***

# 5
Computed, not measured: a structure of composition C6H5NO4 at a distorted geometry, with the ωB97M-V functional and the def2-TZVPD basis.

```
16
Properties=species:S:1:pos:R:3:lowdin_charge:R:1
C -1.4611 -1.1963 0.2615 -0.063
C -2.0219 0.1354 0.1423 -0.052
C -0.1040 -1.4140 0.2202 -0.013
C -1.3102 1.2234 -0.2118 -0.013
C 0.8866 -0.4818 0.3983 -0.205
C 0.0834 1.3253 0.0717 -0.344
N 2.1699 -0.5818 -0.0707 -0.320
O 2.4562 -1.6521 -0.5740 0.104
O 2.9184 0.4167 0.0499 0.058
O 0.5966 0.6918 1.1825 0.092
O 0.9267 2.1406 -0.5367 0.110
H -2.0646 -2.0691 0.2915 0.090
H -3.1385 0.2847 0.1191 0.130
H 0.0074 -2.4595 -0.2391 0.159
H -1.8127 1.9537 -0.7865 0.113
H 1.8678 1.6829 -0.3181 0.153
```

Max |F| (eV/A): 3.4
Gap between HOMO and LUMO (hartree): 0.27941
2S+1: 1
Energy above the lowest of the compared OMol25 structures with the same formula, charge and spin (kcal/mol): 109.6
LUMO level (eV): -1.26
E_tot (eV): -15977.4871
Net charge: 0

***

# 6
Computed, not measured: the molecule C6H5NS at a distorted geometry, with the ωB97M-V functional and the def2-TZVPD basis.

```
13
Properties=species:S:1:pos:R:3:lowdin_charge:R:1
N -3.2918 0.4059 0.0190 0.142
C -2.1507 0.1060 0.0013 -0.177
C -0.7203 -0.2312 0.1406 -0.305
C -0.1790 -1.2811 -0.4129 -0.098
C 1.2542 -1.2253 -0.3191 -0.082
C 1.5897 -0.1437 0.4622 -0.114
C 0.3648 0.7744 0.6624 -0.717
S 0.5012 2.0662 -0.4034 0.785
H -0.7525 -2.2395 -0.7816 0.166
H 1.8320 -2.0699 -0.9582 0.161
H 2.5854 0.3309 0.6669 0.116
H -0.1483 1.1429 1.6813 0.161
H -0.8850 2.3644 -0.7585 -0.038
```

SMILES: N#CC1=CC=C[C@H]1S
Max |F| (eV/A): 6.1
Gap between HOMO and LUMO (hartree): 0.33079
2S+1: 1
Energy above the lowest of the compared OMol25 structures with the same formula, charge and spin (kcal/mol): 43.4
LUMO level (eV): -0.36
E_tot (eV): -18625.1635
Net charge: 0

***

# 7
Computed, not measured: the molecule C6H5O2P at a distorted geometry, with the ωB97M-V functional and the def2-TZVPD basis.

```
14
Properties=species:S:1:pos:R:3:lowdin_charge:R:1
C 1.0444 0.8656 0.2869 -0.054
C 1.0112 -0.5799 0.5035 -0.061
C -0.2166 -1.2086 0.4396 -0.126
C -1.3480 -0.4813 0.2651 -0.384
C -1.2808 0.8801 0.1124 -0.361
C -0.1122 1.5995 0.0614 -0.023
O -2.4529 1.5859 0.0261 -0.047
O -3.5489 0.6773 0.2825 -0.403
P -3.1331 -0.9057 -0.1082 0.982
H 1.9688 1.4759 0.2294 0.107
H 1.7925 -1.3576 0.6866 0.113
H -0.2002 -2.2102 0.6637 0.080
H -0.2541 2.7184 0.0237 0.147
H -2.6499 -0.6924 -1.7042 0.030
```

SMILES: c1ccc2c(c1)OOP2
Max |F| (eV/A): 3.2
Gap between HOMO and LUMO (hartree): 0.33984
2S+1: 1
Energy above the lowest of the compared OMol25 structures with the same formula, charge and spin (kcal/mol): 11.8
LUMO level (eV): 0.53
E_tot (eV): -19682.8551
Net charge: 0

***

# 8
Computed, not measured: the ion C6H5O3S2 with charge -1 at a distorted geometry, with the ωB97M-V functional and the def2-TZVPD basis.

```
16
Properties=species:S:1:pos:R:3:lowdin_charge:R:1
O 3.1733 0.6795 0.5267 -0.383
S 2.3486 -0.4650 0.1863 0.367
O 1.8987 -1.2415 1.3336 -0.368
O 2.8245 -1.2643 -0.9336 -0.371
C 0.7529 0.2023 -0.4064 -0.647
C -0.0917 -0.6877 -1.1148 -0.137
C -1.4466 -0.6727 -1.0268 -0.113
C -2.1329 0.0678 -0.0285 -0.126
C -1.4846 0.8001 0.9149 -0.153
C -0.0984 1.1162 0.8400 -0.444
S 0.5715 1.9682 -0.6012 0.895
H 0.4333 -1.4453 -1.6818 0.108
H -2.0263 -1.3738 -1.6156 0.092
H -3.1991 -0.0990 0.0705 0.089
H -2.0106 1.1272 1.8051 0.097
H 0.4875 1.2879 1.7316 0.092
```

SMILES: O=S(=O)([O-])[C@@]12C=CC=C[C@@H]1S2
Max |F| (eV/A): 2.9
Gap between HOMO and LUMO (hartree): 0.30476
2S+1: 1
Energy above the lowest of the compared OMol25 structures with the same formula, charge and spin (kcal/mol): 0.0
LUMO level (eV): 3.21
E_tot (eV): -34116.4040
Net charge: -1

***

# 9
Computed, not measured: the molecule C6H5P at a distorted geometry, with the ωB97M-V functional and the def2-TZVPD basis.

```
12
Properties=species:S:1:pos:R:3:lowdin_charge:R:1
H 2.6197 -1.6976 -0.1436 -0.224
P 3.3612 -0.6203 -0.1184 0.772
C 2.0234 0.3026 -0.1123 -0.649
C 1.4064 1.5695 0.0844 0.017
C 0.5311 0.5431 0.0351 -0.101
C -0.6924 -0.1047 -0.0051 -0.123
C -1.5040 -0.9713 0.4873 -0.014
C -2.2952 -0.0496 -0.4523 -0.002
H 1.6241 2.5203 0.5953 0.115
H -1.7525 -1.8564 1.1443 0.124
H -2.4808 -0.2869 -1.4846 0.073
H -2.8410 0.6513 -0.0299 0.012
```

SMILES: [H]/P=c1/cc1C1=CC1
Max |F| (eV/A): 6.2
Gap between HOMO and LUMO (hartree): 0.29305
2S+1: 1
Energy above the lowest of the compared OMol25 structures with the same formula, charge and spin (kcal/mol): 70.1
LUMO level (eV): 0.05
E_tot (eV): -15584.7217
Net charge: 0

***

# 10
Computed, not measured: the molecule C6H6 at a distorted geometry, with the ωB97M-V functional and the def2-TZVPD basis.

```
12
Properties=species:S:1:pos:R:3:lowdin_charge:R:1
C -1.3077 -0.6824 -0.6298 -0.049
C -0.0451 -0.0538 -0.0779 -0.293
C 0.9494 -0.8558 0.4433 -0.214
C 2.3185 -0.4666 0.7783 0.107
C -0.0281 1.3705 -0.0331 -0.094
C -0.0907 2.5733 0.0077 0.165
H -1.5134 -0.2508 -1.6171 0.092
H -1.1964 -1.7679 -0.7361 0.080
H -2.1769 -0.4768 0.0049 0.092
H 0.5846 -1.8668 0.5839 0.086
H 2.6632 -1.3135 1.4379 -0.010
H -0.1031 3.6385 0.0178 0.037
```

Max |F| (eV/A): 1.8
Gap between HOMO and LUMO (alpha / beta) (hartree): 0.26198 / 0.27229
2S+1: 1
Energy above the lowest of the compared OMol25 structures with the same formula, charge and spin (kcal/mol): 144.1
LUMO level (alpha / beta) (eV): -1.18 / -1.24
E_tot (eV): -6312.9520
Net charge: 0

***

# 11
Computed, not measured: the molecule C6H6 at a distorted geometry, with the ωB97M-V functional and the def2-TZVPD basis.

```
12
Properties=species:S:1:pos:R:3:lowdin_charge:R:1
C -2.0573 -0.0657 -0.1011 0.090
C -0.7715 -0.0773 0.0156 -0.358
C 0.0340 1.1624 0.0835 -0.083
C 1.3544 0.8082 -0.0656 -0.084
C 1.4555 -0.7080 -0.0238 -0.064
C 0.1833 -1.1660 0.1280 -0.079
H -2.7409 -0.8771 -0.1255 0.063
H -2.5871 0.8844 -0.0511 0.075
H -0.4455 2.1695 0.2924 0.125
H 2.1769 1.6324 -0.1939 0.123
H 2.3490 -1.3129 -0.2220 0.100
H 0.0571 -2.2184 0.0798 0.092
```

SMILES: C=C1C=CC=C1
Max |F| (eV/A): 3.0
Gap between HOMO and LUMO (hartree): 0.31944
2S+1: 1
Energy above the lowest of the compared OMol25 structures with the same formula, charge and spin (kcal/mol): 51.3
LUMO level (eV): 0.13
E_tot (eV): -6316.9766
Net charge: 0

***

# 12
Computed, not measured: a cluster of 3 separate species, C6H6 in total at a distorted geometry, with the ωB97M-V functional and the def2-TZVPD basis.

```
12
Properties=species:S:1:pos:R:3:lowdin_charge:R:1
C 1.5314 -1.2675 -0.0986 -0.005
C 1.3191 -2.4381 -0.1023 -0.011
H 1.7513 -0.2184 -0.0814 -0.010
H 1.2751 -3.5056 -0.1085 0.024
C -1.8689 -0.7141 0.0836 -0.005
C -2.7596 0.0726 0.1528 -0.011
H -1.0878 -1.4445 0.0136 -0.008
H -3.6477 0.6619 0.2250 0.025
C 0.3209 1.9481 0.0084 -0.005
C 1.4436 2.3406 -0.0397 -0.010
H -0.6990 1.6208 0.0440 -0.009
H 2.3937 2.8263 -0.0899 0.025
```

SMILES: C#C.C#C.C#C
Max |F| (eV/A): 1.1
Gap between HOMO and LUMO (hartree): 0.43733
2S+1: 1
Energy above the lowest of the compared OMol25 structures with the same formula, charge and spin (kcal/mol): 156.4
LUMO level (eV): 1.13
E_tot (eV): -6312.4164
Net charge: 0